# 1
Entry from the Open Molecules 2025 dataset: a cluster of 17 separate species, C34H102O34 in total at a distorted geometry (the ωB97M-V functional and the def2-TZVPD basis).

```
170
C34H102O34 | the Open Molecules 2025 dataset | the ωB97M-V functional and the def2-TZVPD basis
C 2.6247 3.0147 -1.9157
C 1.7911 3.9164 -1.0203
O 0.4920 3.3300 -0.9054
O 2.9310 1.8173 -1.2640
H 3.5662 3.5042 -2.1582
H 2.0894 2.8269 -2.9141
H 1.7713 4.9657 -1.4166
H 2.2862 4.1149 -0.0937
H -0.0313 3.6730 -0.1867
H 2.2100 1.2361 -1.0630
C -0.1673 4.2561 3.1457
C -1.1616 4.8680 2.2509
O -1.3558 3.9824 1.1369
O 1.1502 4.4222 2.5566
H -0.3695 3.1876 3.3421
H -0.2222 4.8255 4.1154
H -0.9119 5.8764 1.9081
H -2.0325 5.0489 2.8673
H -2.1845 4.2865 0.7621
H 1.8010 4.0979 3.2187
C 1.6242 -3.0873 2.3508
C 1.9319 -4.6353 2.3146
O 0.8125 -5.4045 2.7332
O 0.7497 -2.7419 1.3301
H 2.4438 -2.5135 2.2658
H 1.0720 -2.8279 3.2815
H 2.6782 -4.8222 3.0758
H 2.2314 -4.9694 1.3169
H 0.4528 -5.9114 1.9307
H 1.3378 -2.4920 0.6122
C -2.5978 -1.0224 -1.7909
C -3.1167 0.2025 -0.9711
O -3.5845 -0.0508 0.3583
O -1.4106 -1.5865 -1.1368
H -2.2628 -0.6534 -2.7834
H -3.3846 -1.7638 -1.8726
H -3.9603 0.7314 -1.4503
H -2.2737 0.8975 -1.0480
H -2.8180 -0.3193 0.8831
H -1.4791 -2.5292 -1.3327
C 3.4608 1.2166 3.7463
C 4.2435 1.4846 2.4911
O 5.3799 0.5869 2.2583
O 2.6905 0.0497 3.6153
H 2.7682 2.0303 3.9051
H 4.0829 1.0625 4.6088
H 4.5478 2.5242 2.4179
H 3.5431 1.4274 1.6280
H 5.6974 0.8907 1.4017
H 1.7956 0.1934 3.9665
C 6.6647 0.7945 -2.0584
C 6.4306 2.0147 -1.2947
O 5.4101 1.8562 -0.3515
O 5.7972 0.8764 -3.2095
H 6.5302 -0.0554 -1.3852
H 7.6424 0.6454 -2.4397
H 6.2581 2.8350 -1.9509
H 7.2190 2.4278 -0.6376
H 4.5717 1.5991 -0.8060
H 5.9254 0.0500 -3.7315
C 1.1423 0.4934 -4.3958
C 1.2322 1.7447 -5.2508
O 1.1884 2.9840 -4.6040
O -0.2506 0.1203 -4.0983
H 1.6287 0.5837 -3.3893
H 1.4680 -0.3753 -5.0117
H 0.4709 1.6207 -6.0449
H 2.1440 1.7496 -5.8925
H 0.2860 3.1603 -4.3023
H -0.6565 0.9234 -3.7843
C 3.4796 -1.5382 -2.6265
C 3.6365 -1.5520 -1.0908
O 2.7596 -2.4947 -0.4239
O 4.0549 -2.8102 -3.1175
H 4.1239 -0.6203 -2.9478
H 2.4735 -1.3317 -2.9929
H 3.3644 -0.5923 -0.6293
H 4.6734 -1.7334 -0.8539
H 2.7042 -3.1485 -1.1371
H 3.4792 -3.0704 -3.8550
C -0.0477 -3.2051 -4.2795
C 0.9508 -4.2037 -4.7665
O 2.1448 -3.5698 -5.3617
O -0.4637 -2.3834 -5.3277
H 0.4177 -2.5829 -3.4566
H -0.9118 -3.7897 -3.8693
H 0.5725 -4.8019 -5.5242
H 1.2030 -4.7797 -3.9018
H 1.9926 -2.8919 -6.0781
H -0.8996 -1.6078 -4.9450
C -6.6402 0.8545 -0.1840
C -6.7951 -0.5153 0.3556
O -5.8171 -1.3993 -0.1612
O -6.8822 0.9070 -1.5705
H -5.6781 1.2537 0.0650
H -7.3256 1.5679 0.3203
H -7.8124 -0.9334 0.0486
H -6.7863 -0.4357 1.4783
H -4.9610 -1.0141 0.1938
H -6.1662 0.3962 -2.0538
C -4.6744 4.2091 -0.0839
C -5.9463 4.9406 -0.1683
O -6.5781 5.1955 1.1586
O -3.6774 5.1466 0.3918
H -4.4523 3.8017 -1.0750
H -4.8206 3.2966 0.5172
H -6.6353 4.2971 -0.7665
H -5.8096 5.9005 -0.6666
H -7.4097 5.7038 0.9219
H -3.9306 5.4168 1.3092
C -2.7318 -3.4820 1.4455
C -2.8842 -3.7889 2.9388
O -1.6254 -3.6500 3.6020
O -1.6923 -4.2615 0.9263
H -2.5366 -2.3441 1.2759
H -3.5921 -3.7134 0.7949
H -3.3284 -4.7351 3.0024
H -3.6509 -3.1249 3.3610
H -1.1233 -4.4449 3.3073
H -0.8060 -4.0177 1.3403
C -2.2303 3.4767 -2.5000
C -1.9226 4.8198 -3.0684
O -1.9877 4.7852 -4.4847
O -1.2359 2.4705 -2.8777
H -3.1725 3.1421 -2.8377
H -2.3009 3.6947 -1.4328
H -0.9080 4.9882 -2.8595
H -2.5975 5.5551 -2.6533
H -2.3893 3.9826 -4.7556
H -0.6502 2.5010 -2.0476
C -2.7405 -5.1500 -2.3085
C -3.3312 -5.9642 -1.1556
O -2.3984 -6.8594 -0.5388
O -1.6748 -4.3873 -1.7515
H -3.4876 -4.4930 -2.7119
H -2.2843 -5.8637 -3.0504
H -4.1983 -6.4983 -1.5100
H -3.5779 -5.2730 -0.3792
H -2.0015 -7.2528 -1.3537
H -1.7243 -4.4913 -0.7645
C 5.0004 -2.6416 5.0305
C 5.6293 -2.2334 3.7214
O 4.6938 -1.9778 2.6907
O 3.9275 -1.6834 5.4720
H 5.7202 -2.6699 5.8086
H 4.5542 -3.6157 5.0429
H 6.2850 -3.0711 3.4275
H 6.2058 -1.3834 4.0438
H 4.6311 -1.0212 2.6444
H 3.5267 -1.3579 4.6200
C -2.0786 1.1764 4.6764
C -1.0153 0.0667 4.8056
O 0.3044 0.5239 4.8965
O -2.0560 2.1379 5.7853
H -3.0790 0.6967 4.5663
H -1.8551 1.7038 3.7756
H -1.0180 -0.4808 3.8715
H -1.2522 -0.6332 5.6145
H 0.3540 1.0576 5.7175
H -2.2789 1.5960 6.5472
C -0.3742 0.7015 1.5794
C 0.8613 0.6070 0.7305
O 0.5580 0.2375 -0.6414
O -1.0495 -0.5092 1.6292
H -1.0163 1.4151 1.1404
H -0.0759 1.0917 2.5526
H 1.5605 -0.2246 0.9911
H 1.2463 1.6006 0.6353
H 0.2498 -0.6815 -0.6363
H -0.3189 -1.1964 1.6293
```

Summary:
Orbital gap, eV: 9.489
Energy above the lowest of the compared OMol25 structures with the same formula, charge and spin, kJ/mol: 124.4
Multiplicity: 1
LUMO energy, eV: 0.2
Electronic energy, eV: -106518.8887
Total charge: 0
HOMO level, eV: -9.3

Atom charges from the Löwdin analysis, given in e for atoms 1 to 8:
1 C -0.1955
2 C -0.1846
3 O -0.0768
4 O -0.0916
5 H 0.1281
6 H 0.1170
7 H 0.1325
8 H 0.1036


# 2
Entry from the Open Molecules 2025 dataset: a structure of composition C34H112AlO25S at a distorted geometry (the ωB97M-V functional and the def2-TZVPD basis).

```
173
C34H112AlO25S | the Open Molecules 2025 dataset | the ωB97M-V functional and the def2-TZVPD basis
C 1.0792 2.9078 -2.8770
C 0.9282 1.4931 -3.4803
C 1.9137 0.6090 -2.7188
C 2.0827 -0.8220 -3.2660
C 2.1083 -1.7749 -2.0643
C 3.2511 -1.4877 -1.0832
C 2.8273 -1.9188 0.3257
C 3.7810 -1.4028 1.4094
Al 3.6859 0.6293 1.6420
C 5.2873 1.1617 2.8155
C 5.8017 2.5687 2.5020
O 6.9226 2.5266 1.5891
C 6.6400 2.3868 0.2722
C 5.7117 3.3383 -0.4310
O 7.1848 1.5575 -0.3329
C 2.0365 1.0732 2.8019
S 1.5132 2.7465 2.6741
O 2.5163 3.5842 2.0563
O 0.2428 2.8400 2.0099
H 1.9835 3.3299 -3.3061
H 0.1978 3.5221 -3.0248
H 1.2984 2.7398 -1.8276
H 1.2017 1.4795 -4.5336
H -0.0693 1.1035 -3.3020
H 1.5895 0.5240 -1.6834
H 2.8941 1.0867 -2.7157
H 1.2591 -1.0961 -3.9275
H 3.0105 -0.9571 -3.8253
H 2.1441 -2.8163 -2.3879
H 1.1445 -1.6693 -1.5427
H 4.1143 -2.0945 -1.3518
H 3.5499 -0.4432 -1.0915
H 1.7774 -1.6910 0.5068
H 2.8914 -3.0210 0.3153
H 3.5228 -1.8704 2.3661
H 4.8228 -1.6106 1.1611
H 3.7007 1.4017 0.2415
H 6.0790 0.4449 2.6053
H 4.9782 1.0502 3.8575
H 6.2099 2.9645 3.4356
H 5.0125 3.2570 2.2072
H 4.9934 3.7997 0.2395
H 6.2572 4.1547 -0.8978
H 5.1485 2.8096 -1.1795
H 2.3224 0.9027 3.8384
H 1.2177 0.4445 2.4704
H 1.2872 3.2444 3.9259
C -1.3521 -3.0084 -2.3230
O -0.9398 -2.7656 -0.9758
H -0.6841 -2.4679 -2.9893
H -1.2947 -4.0775 -2.5414
H -2.3724 -2.6538 -2.4697
H -1.5438 -3.2524 -0.4063
C -5.5098 -3.9179 -2.5642
O -4.4439 -4.6034 -1.9041
H -5.3954 -4.0463 -3.6380
H -6.4711 -4.3322 -2.2504
H -5.4709 -2.8539 -2.3228
H -4.5663 -4.4737 -0.9579
C 3.8559 5.9183 -1.0979
O 3.2641 4.6514 -1.3465
H 4.7653 5.9889 -1.6918
H 3.1749 6.7255 -1.3896
H 4.1123 6.0230 -0.0397
H 2.4608 4.5965 -0.8151
C -4.2429 -0.0616 -3.4278
O -3.4740 -1.0615 -4.0890
H -3.9848 -0.0829 -2.3718
H -4.0128 0.9277 -3.8310
H -5.3127 -0.2630 -3.5398
H -3.7057 -1.0364 -5.0231
C -2.2922 5.4621 -4.4284
O -1.5176 4.4820 -5.1308
H -2.0428 5.4087 -3.3736
H -2.0528 6.4595 -4.8061
H -3.3547 5.2629 -4.5547
H -1.7526 4.5388 -6.0630
C -4.8198 7.1182 -2.1980
O -4.5655 5.7385 -2.4610
H -4.8867 7.6395 -3.1477
H -5.7625 7.2353 -1.6536
H -4.0032 7.5414 -1.6168
H -4.5027 5.2842 -1.6141
C 0.8415 4.3387 6.6723
O 1.1495 2.9466 6.5450
H 0.6728 4.7498 5.6806
H -0.0635 4.4647 7.2737
H 1.6733 4.8602 7.1401
H 1.2921 2.6029 7.4354
C 5.1311 2.8343 7.4352
O 4.1919 3.6876 6.7957
H 6.1302 3.1907 7.1951
H 4.9948 2.8569 8.5214
H 5.0238 1.8086 7.0730
H 3.3079 3.3646 7.0122
C 1.9920 8.2152 8.0328
O 2.2295 7.1007 7.1824
H 0.9165 8.3549 8.1141
H 2.4056 8.0333 9.0293
H 2.4385 9.1205 7.6131
H 3.1843 6.9831 7.1158
C 1.6670 6.7692 -4.7239
O 0.4332 6.9417 -5.4181
H 1.9788 7.7394 -4.3426
H 1.5427 6.0773 -3.8871
H 2.4364 6.3870 -5.3992
H 0.1666 6.0737 -5.7453
C 5.1014 6.1764 3.5472
O 4.4571 6.3963 2.2972
H 5.7855 7.0019 3.7382
H 4.3569 6.1333 4.3478
H 5.6665 5.2428 3.5188
H 3.8558 5.6516 2.1508
C 4.8482 -4.9953 2.2016
O 3.5637 -4.9343 1.5868
H 5.1423 -3.9813 2.4627
H 4.8053 -5.6065 3.1086
H 5.5760 -5.4176 1.5110
H 3.3099 -5.8345 1.3589
C -6.2013 -7.6813 -1.9371
O -7.4391 -7.5562 -2.6414
H -5.8977 -6.6970 -1.5874
H -6.3301 -8.3461 -1.0797
H -5.4341 -8.0789 -2.6038
H -7.6840 -8.4398 -2.9381
C -4.8729 -11.0394 -1.0599
O -6.1079 -10.9216 -1.7613
H -4.5781 -10.0509 -0.7147
H -4.9901 -11.7001 -0.1966
H -4.1037 -11.4325 -1.7249
H -6.3529 -11.8038 -2.0601
C 0.9917 4.7465 10.4532
O 1.2956 3.3617 10.2941
H 0.8203 5.1672 9.4661
H 0.0901 4.8704 11.0586
H 1.8295 5.2667 10.9247
H 1.4473 2.9921 11.1698
C -9.3300 -3.2800 -3.7409
O -8.9354 -3.0409 -2.3981
H -8.6530 -2.7353 -4.3957
H -9.2702 -4.3478 -3.9710
H -10.3518 -2.9275 -3.9109
H -9.5377 -3.5339 -1.8297
C 7.8943 -7.5758 2.3645
O 6.6155 -7.5469 1.7404
H 8.1685 -6.5544 2.6160
H 7.8609 -8.1731 3.2799
H 8.6437 -7.9902 1.6849
H 6.3793 -8.4541 1.5203
C -2.4507 -6.7102 -4.0981
O -1.2267 -6.0528 -4.4077
H -3.1929 -5.9547 -3.8536
H -2.7973 -7.2905 -4.9597
H -2.3163 -7.3691 -3.2352
H -0.5751 -6.7290 -4.6192
C -3.9666 -11.6471 -5.1000
O -4.0271 -12.4360 -3.9136
H -4.8739 -11.0516 -5.1545
H -3.1021 -10.9797 -5.0714
H -3.9046 -12.2884 -5.9825
H -3.2199 -12.9596 -3.8724
C -9.3185 -5.8562 0.5181
O -9.0266 -5.7520 -0.8697
H -10.0973 -5.1355 0.7588
H -9.6762 -6.8611 0.7603
H -8.4303 -5.6322 1.1155
H -8.3340 -6.3951 -1.0716
C -2.2039 10.4020 -2.7165
O -2.6306 9.0601 -2.9220
H -3.0793 11.0456 -2.7649
H -1.7352 10.5093 -1.7347
H -1.4959 10.7023 -3.4932
H -1.8470 8.4995 -2.8778
```

Summary:
Orbital gap, eV: 5.662
Multiplicity: 1
LUMO energy, eV: 1.4
Electronic energy, eV: -105684.8099
Total charge: -1
HOMO level, eV: -4.3

Atom charges from the Löwdin analysis, given in e for atoms 1 to 8:
1 C -0.1065
2 C -0.2479
3 C -0.2366
4 C -0.2034
5 C -0.2333
6 C -0.2270
7 C -0.2998
8 C -0.2546


# 3
Entry from the Open Molecules 2025 dataset: a structure of composition C34H22ClI2InN5O3 (the ωB97M-V functional and the def2-TZVPD basis).

```
68
C34H22ClI2InN5O3 | the Open Molecules 2025 dataset | the ωB97M-V functional and the def2-TZVPD basis
In 1.1034 -0.4141 -0.3364
O -1.5428 1.1612 2.9811
C -1.5649 1.1413 1.7660
N -0.8424 2.0067 0.9874
C 0.1308 2.8134 1.6793
C -0.1590 4.1557 1.8941
C 0.7179 4.9744 2.5827
C 1.8861 4.4142 3.0879
C 2.1702 3.0766 2.8926
C 1.3143 2.2294 2.1620
N 1.6560 0.9159 1.8743
C 2.2325 0.1736 2.8282
O 2.2976 0.3834 4.0465
C 2.8446 -1.1420 2.3624
C 2.9875 -2.1710 3.2894
C 3.5885 -3.3518 2.8968
C 4.0459 -3.4734 1.5900
C 3.8624 -2.4026 0.7346
N 3.2760 -1.2610 1.1051
C -2.3326 0.0219 1.1002
C -3.6711 -0.1878 1.3990
C -4.3150 -1.2646 0.8162
C -3.5967 -2.1035 -0.0197
C -2.2552 -1.8320 -0.2393
N -1.6341 -0.7853 0.3068
H -1.0957 4.5493 1.5174
H 0.4819 6.0192 2.7440
H 2.5804 5.0298 3.6491
H 3.0718 2.6482 3.3061
H 2.6288 -2.0086 4.2962
H 3.7046 -4.1714 3.5955
H 4.5281 -4.3783 1.2423
H 4.1882 -2.4545 -0.2994
H -4.1808 0.4729 2.0891
H -5.3654 -1.4454 1.0105
H -4.0642 -2.9522 -0.5011
H -1.6450 -2.4485 -0.8841
I -0.1837 -0.3225 -5.6221
C 0.5069 -1.9870 -4.5539
C 1.1553 -3.0185 -5.2213
C 1.6251 -4.1095 -4.5285
I 2.6225 -5.6134 -5.6177
C 1.4559 -4.2089 -3.1315
C 1.9094 -5.2891 -2.3373
C 1.6842 -5.2999 -0.9906
C 1.0023 -4.2196 -0.4082
N 0.5743 -3.1946 -1.1058
C 0.7802 -3.1541 -2.4476
C 0.2791 -1.9645 -3.1538
O -0.2960 -1.0185 -2.5503
H 1.2886 -2.9620 -6.2931
H 2.4440 -6.1018 -2.8117
H 2.0267 -6.1225 -0.3751
H 0.8163 -4.1908 0.6619
Cl -4.9162 6.6735 -1.8842
C -3.8020 5.4077 -1.4458
C -4.1736 4.4694 -0.4969
C -3.2842 3.4629 -0.1558
C -2.0283 3.3805 -0.7475
C -1.0669 2.2501 -0.4361
C -1.6774 4.3425 -1.6864
C -2.5564 5.3554 -2.0442
H -5.1496 4.5264 -0.0336
H -3.5746 2.7363 0.5929
H -0.1028 2.4923 -0.8781
H -1.4196 1.3394 -0.9242
H -0.6974 4.3027 -2.1489
H -2.2752 6.0992 -2.7776
```

Summary:
Orbital gap, eV: 6.498
Energy above the lowest of the compared OMol25 structures with the same formula, charge and spin, kJ/mol: 182.5
Multiplicity: 1
LUMO energy, eV: 2.1
Electronic energy, eV: -83109.3748
Total charge: -1
HOMO level, eV: -4.4

Atom charges from the Löwdin analysis, given in e for atoms 1 to 8:
1 In 0.9771
2 O 0.1117
3 C -0.4087
4 N 0.0056
5 C -0.1582
6 C -0.0230
7 C -0.1080
8 C -0.0987


# 4
Entry from the Open Molecules 2025 dataset: a structure of composition C34H22CrN6O7 at a distorted geometry (the ωB97M-V functional and the def2-TZVPD basis).

```
70
C34H22CrN6O7 | the Open Molecules 2025 dataset | the ωB97M-V functional and the def2-TZVPD basis
Cr 0.7942 -0.8892 1.2613
O -2.3614 -0.3703 3.8605
C -1.5207 -0.7987 3.1106
O -0.2492 -0.4966 3.0634
C -1.8597 -1.8353 2.0573
C -3.0694 -2.4749 1.8845
C -3.1818 -3.3988 0.8509
C -2.0986 -3.6439 0.0139
C -0.9354 -2.9438 0.2415
N -0.8341 -2.0815 1.2492
C 0.3256 -2.9880 -0.5824
O 0.4939 -3.7372 -1.5031
O 1.2077 -2.1115 -0.1250
H -3.8895 -2.2456 2.5505
H -4.1168 -3.9202 0.6938
H -2.1456 -4.3430 -0.8092
C 3.0806 -3.2461 4.1501
C 2.0383 -2.5851 3.4915
N 2.2539 -1.8109 2.4433
C 3.5265 -1.6047 2.0269
C 4.6233 -2.2282 2.6156
C 4.3667 -3.0810 3.7050
C 5.9354 -1.9685 2.0869
C 6.1102 -1.1293 1.0458
C 4.9934 -0.4510 0.4433
C 5.1055 0.4324 -0.6456
C 3.9760 1.0187 -1.1560
C 2.7357 0.7427 -0.5707
N 2.6076 -0.0654 0.4642
C 3.7155 -0.6747 0.9502
H 2.8560 -3.8809 4.9949
H 1.0086 -2.6865 3.8080
H 5.1895 -3.5895 4.1925
H 6.7832 -2.4639 2.5426
H 7.0996 -0.9461 0.6471
H 6.0783 0.6340 -1.0765
H 4.0222 1.6880 -2.0030
H 1.8286 1.1813 -0.9669
O 0.1025 2.4416 1.7389
C -0.4779 1.8486 0.7489
N -1.3435 2.5289 0.0093
C -1.8052 1.7422 -1.1299
C -1.1513 0.3957 -0.7669
O -1.3073 -0.6464 -1.3404
N -0.3104 0.5763 0.3386
C -3.3235 1.6340 -1.2052
C -4.1454 2.4550 -0.4443
C -5.5266 2.3687 -0.5683
C -6.0901 1.4628 -1.4510
C -5.2684 0.6418 -2.2135
C -3.8908 0.7279 -2.0965
C -1.2147 2.3032 -2.4309
C -1.2703 3.6771 -2.6470
C -0.7799 4.2244 -3.8205
C -0.2335 3.4013 -4.7969
C -0.1887 2.0318 -4.5923
C -0.6792 1.4792 -3.4137
H -1.5080 3.5108 0.1504
H -3.7301 3.1559 0.2681
H -6.1578 3.0099 0.0324
H -7.1657 1.3952 -1.5471
H -5.7022 -0.0663 -2.9073
H -3.2560 0.0908 -2.6974
H -1.7246 4.3339 -1.9131
H -0.8347 5.2935 -3.9779
H 0.1448 3.8279 -5.7164
H 0.2237 1.3811 -5.3524
H -0.6470 0.4068 -3.2754
O 1.6327 1.9696 3.4032
N 1.1349 1.3897 2.6078
```

Summary:
Orbital gap (spin up / spin down), eV: 7.269 / 7.240
Energy above the lowest of the compared OMol25 structures with the same formula, charge and spin, kJ/mol: 63.9
Multiplicity: 4
LUMO energy (spin up / spin down), eV: -4.1 / -4.2
Electronic energy, eV: -87307.4297
Total charge: +1
HOMO level (spin up / spin down), eV: -11.4 / -11.4

Atom charges from the Löwdin analysis, given in e for atoms 1 to 8:
1 Cr 0.9222
2 O 0.1161
3 C -0.5558
4 O -0.1548
5 C -0.1447
6 C 0.0442
7 C 0.0039
8 C 0.0453